A) Here is C3H6ClFN2S in the gas phase from OMol25. Energies are from ωB97M-V/def2-TZVPD.

Each line ends with the Mulliken charge.
Positions of all 14 atoms, in Å:
N -1.94159 -0.57737 -0.10870  -0.321
C -0.67927 -0.99194 -0.15417  -0.047
S -0.26743 -2.53742 0.17728  -0.331
C 0.28480 0.13326 -0.40266  0.223
N -0.38785 1.41060 -0.18247  -0.796
C 1.57037 0.05138 0.35703  -0.066
F 1.28352 -0.29000 1.64107  -0.233
Cl 2.80461 -1.06805 -0.41618  -0.160
H -2.63267 -1.25278 0.17263  0.194
H -2.16653 0.37476 -0.28728  0.257
H 0.43035 0.04223 -1.46206  0.458
H 0.19457 2.14493 -0.57641  0.262
H -0.52119 1.51699 0.84128  0.239
H 2.02831 1.04342 0.40064  0.322

Its SMILES is NC(=S)[C@@H](N)[C@@H](F)Cl. For the HOMO-LUMO gap, the calculation gives 8.80 eV. For the LUMO energy, the calculation gives 0.547 eV.

B) Here is C3H6ClFN2S in the gas phase from OMol25. Energies are from ωB97M-V/def2-TZVPD.

Each line ends with the Mulliken charge.
Positions of all 14 atoms, in Å:
N 2.61795 0.31159 -0.02273  -0.365
C 1.27532 0.45227 -0.12112  0.062
S 0.37726 1.80041 0.11627  -0.280
C 0.51258 -0.68714 -0.59870  0.361
N 1.33713 -1.87292 -0.38800  -0.714
C -0.86958 -0.96178 0.09563  -0.218
F -0.70077 -0.86945 1.43839  -0.224
Cl -2.39247 0.23503 -0.37312  -0.202
H 3.20144 0.86938 0.52375  0.180
H 3.19746 -0.44602 -0.35978  0.268
H 0.44463 -0.66885 -1.75653  0.272
H 0.79349 -2.66863 -0.72912  0.265
H 1.59763 -1.99692 0.66631  0.267
H -1.48759 -1.95672 -0.18701  0.326

Its SMILES is NC(=S)[C@@H](N)[C@@H](F)Cl. For the HOMO-LUMO gap, the calculation gives 8.48 eV. For the LUMO energy, the calculation gives 0.239 eV.

The least stable of them is B).

A) Here is 6 unconnected molecules or ions with the total composition H11O5S from OMol25. Energies are from ωB97M-V/def2-TZVPD.

Each line ends with the Mulliken charge.
Positions of all 17 atoms, in Å:
S 1.28110 1.07182 -1.69516  -0.742
H 1.07174 2.40018 -1.51476  -0.019
H -0.90992 2.84489 1.63671  0.309
H -0.76966 2.58897 0.25921  0.331
O -0.98037 3.33881 0.82817  -0.650
H -0.99171 -0.40997 0.40091  0.453
H -0.06086 -0.93588 1.31542  0.283
O -0.95540 -0.56706 1.36637  -0.591
H -0.80574 0.51772 -1.47437  0.145
H -1.98963 0.05219 -2.25465  0.258
O -1.56478 -0.12935 -1.41629  -0.744
H 1.41550 -0.79759 2.58444  0.316
H 2.19443 -2.07397 2.23041  0.324
O 1.57240 -1.70078 2.85504  -0.671
H -0.24049 -1.88040 -1.65079  0.353
H 1.20372 -1.84375 -1.88502  0.305
O 0.52965 -2.47583 -1.58565  -0.659

For the HOMO-LUMO gap, the calculation gives 7.49 eV. For the LUMO energy, the calculation gives 3.518 eV. The charge is -1.

B) Here is 6 unconnected molecules or ions with the total composition H11O5S from OMol25. Energies are from ωB97M-V/def2-TZVPD.

Each line ends with the Mulliken charge.
Positions of all 17 atoms, in Å:
S 0.73581 1.35194 -0.73399  -0.776
H 1.75078 1.08980 -1.56420  -0.040
H 0.88243 -1.86436 0.91175  0.322
H 2.06328 -2.10690 -0.00445  0.320
O 1.78279 -2.20938 0.91065  -0.643
H -0.89081 -0.44738 2.24900  0.343
H -1.98046 0.20525 1.56972  0.286
O -1.55224 -0.66243 1.57139  -0.595
H -1.98629 0.12102 -1.51623  0.341
H -1.98271 1.41081 -0.75314  0.276
O -2.58948 0.76688 -1.13541  -0.629
H 1.49403 0.34162 2.41505  0.331
H 0.84690 1.43444 1.66157  0.237
O 0.75459 0.95782 2.52116  -0.657
H 0.40210 -0.43028 -2.32816  0.212
H -0.26932 -1.55692 -1.65225  0.291
O 0.08542 -1.33326 -2.52073  -0.619

For the HOMO-LUMO gap, the calculation gives 7.72 eV. For the LUMO energy, the calculation gives 3.704 eV. The charge is -1.

The least stable of them is A).

A) Here is 2 unconnected molecules or ions with the total composition C5H12 from OMol25. Energies are from ωB97M-V/def2-TZVPD.

Each line ends with the Mulliken charge.
Positions of all 17 atoms, in Å:
C -0.38369 -1.98923 0.78485  -0.766
C 0.84527 -1.59657 0.46163  0.128
C 1.70682 -1.96659 -0.69208  -1.015
H -0.72183 -1.90470 1.81097  0.231
H -1.08496 -2.48488 0.12374  0.267
H 1.28922 -0.99820 1.25585  0.276
H 2.28485 -1.09541 -0.98593  0.258
H 1.24705 -2.46662 -1.55049  0.337
H 2.31123 -2.82120 -0.35898  0.285
C -1.35482 2.87945 0.36818  -0.859
C -0.67816 2.10444 -0.74087  -0.701
H -2.08566 3.56376 -0.07126  0.271
H -1.82420 2.30095 1.15679  0.284
H -0.62759 3.53966 0.85494  0.258
H -1.31200 1.24007 -0.98316  0.230
H 0.28596 1.71864 -0.40869  0.178
H -0.58659 2.60994 -1.69955  0.340

Its SMILES is C=CC.CC. For the HOMO-LUMO gap, the calculation gives 10.61 eV. For the LUMO energy, the calculation gives 1.142 eV.

B) Here is C5H12 in the gas phase from OMol25. Energies are from ωB97M-V/def2-TZVPD.

Each line ends with the Mulliken charge.
Positions of all 17 atoms, in Å:
C 1.91782 -0.66879 -0.04753  -1.039
C 0.90236 0.11313 -0.91935  -0.437
C 0.04715 1.06920 -0.07770  -0.760
C -0.87140 0.31479 0.91536  -0.427
C -1.93443 -0.51602 0.19048  -1.109
H 2.54785 -1.28400 -0.67749  0.366
H 1.40767 -1.36121 0.63335  0.250
H 2.39876 0.14993 0.49469  0.265
H 0.20576 -0.53948 -1.44921  0.282
H 1.38152 0.60423 -1.77419  0.356
H 0.69718 1.78779 0.42773  0.342
H -0.53071 1.67912 -0.75739  0.340
H -0.20830 -0.15085 1.61645  0.349
H -1.43132 1.01100 1.54865  0.315
H -2.80001 -0.66468 0.83683  0.344
H -2.26849 -0.10890 -0.77515  0.289
H -1.46140 -1.43523 -0.18554  0.274

Its SMILES is CCCCC. For the HOMO-LUMO gap, the calculation gives 12.00 eV. For the LUMO energy, the calculation gives 1.211 eV.

The least stable of them is A).

A) Here is 2 unconnected molecules or ions with the total composition CH5NO from OMol25. Energies are from ωB97M-V/def2-TZVPD.

Each line ends with the Mulliken charge.
Positions of all 8 atoms, in Å:
C 1.83446 0.28713 -0.12652  -0.088
O 2.47797 -0.73377 -0.04879  -0.399
H 1.95909 1.17431 0.53020  0.239
H 0.97190 0.28038 -0.85268  0.229
N -1.63799 -0.32470 -0.14178  -0.674
H -2.54296 0.07094 -0.32445  0.231
H -1.85538 -1.13115 0.47615  0.233
H -1.20709 0.37686 0.48786  0.229

Its SMILES is C=O.N. For the HOMO-LUMO gap, the calculation gives 10.80 eV. For the LUMO energy, the calculation gives 0.821 eV.

B) Here is 2 unconnected molecules or ions with the total composition CH5NO from OMol25. Energies are from ωB97M-V/def2-TZVPD.

Each line ends with the Mulliken charge.
Positions of all 8 atoms, in Å:
C 1.46663 0.38263 0.93294  -0.016
O 2.11374 1.27052 0.45169  -0.393
H 1.55433 -0.68864 0.66827  0.203
H 0.60250 0.58812 1.54349  0.189
N -1.11428 -0.26325 -0.98366  -0.675
H -1.86286 0.43749 -0.92266  0.225
H -1.49815 -0.92808 -1.61774  0.234
H -1.26191 -0.79879 -0.07233  0.233

Its SMILES is C=O.N. For the HOMO-LUMO gap, the calculation gives 10.81 eV. For the LUMO energy, the calculation gives 0.866 eV.

The least stable of them is B).

A) Here is 2 unconnected molecules or ions with the total composition C3H10N3O2 from OMol25. Energies are from ωB97M-V/def2-TZVPD.

Each line ends with the Mulliken charge.
Positions of all 18 atoms, in Å:
C 0.94359 -0.53651 1.86769  -0.100
C -0.03802 0.09808 1.23053  -0.048
N -1.24728 0.49313 1.97417  -0.291
N 2.07216 -1.04014 1.30572  -0.438
H 0.83841 -0.73876 2.92774  0.254
H -0.13332 0.32276 0.17940  -0.045
H -1.98537 -0.22162 1.94659  0.356
H -1.05443 0.70594 2.95611  0.378
H -1.64499 1.34377 1.55638  0.389
H 2.33129 -0.65617 0.40949  0.220
H 2.85864 -1.14086 1.92841  0.272
N 0.43019 0.01815 -2.75172  -0.490
C -0.73522 0.62419 -2.30428  0.744
O -1.86044 0.15975 -2.87492  -0.434
O -0.77743 1.52841 -1.51647  -0.583
H 0.39924 -0.98541 -2.86510  0.248
H 1.25620 0.35321 -2.28619  0.231
H -1.65323 -0.32791 -3.68355  0.335

For the HOMO-LUMO gap, the calculation gives 9.85 eV. For the LUMO energy, the calculation gives -3.328 eV. The charge is +1.

B) Here is a gas-phase ion, C3H10N3O2 (charge +1) from OMol25. Energies are from ωB97M-V/def2-TZVPD.

Each line ends with the Mulliken charge.
Positions of all 18 atoms, in Å:
C -1.90897 0.17850 0.04087  -0.885
N -0.72433 -0.12763 -0.74252  0.367
O -0.69539 -1.47034 -1.02306  -0.391
C 0.55280 0.35224 -0.19049  -0.439
C 0.95302 -0.39292 1.13409  -0.681
N 2.28216 -0.13564 1.53509  -0.511
N -0.69570 0.62223 -2.17741  0.210
O -1.38833 1.55069 -2.22906  -0.158
H -2.78506 -0.17763 -0.50207  0.364
H -1.86366 -0.33462 0.99883  0.338
H -1.98571 1.25408 0.19275  0.380
H -0.16425 -1.63310 -1.82467  0.412
H 1.32815 0.17631 -0.94281  0.422
H 0.47231 1.42454 -0.00159  0.377
H 0.28267 -0.06858 1.93318  0.363
H 0.82908 -1.46695 0.97302  0.375
H 3.01726 -0.55282 0.98587  0.238
H 2.49396 0.80166 1.83998  0.220

Its SMILES is C[N@+](O)(CCN)N=O. For the HOMO-LUMO gap, the calculation gives 7.08 eV. For the LUMO energy, the calculation gives -6.074 eV. The charge is +1.

The least stable of them is B).

A) Here is 2 unconnected molecules or ions with the total composition C5H8NO from OMol25. Energies are from ωB97M-V/def2-TZVPD.

Each line ends with the Mulliken charge.
Positions of all 15 atoms, in Å:
C -0.11848 -0.69572 0.10161  0.321
C -0.27638 1.75380 0.62278  -0.383
C 0.07623 1.71089 -0.81270  -0.362
C -0.74403 0.42386 -0.26460  -0.375
C -0.38845 -2.09784 0.01969  -0.899
N 1.85045 -0.37874 0.63166  0.238
O 2.37170 -1.39054 0.80797  -0.181
H 0.41463 1.29937 1.36980  0.251
H -1.00272 2.45058 0.79181  0.350
H -0.46972 2.34252 -1.63495  0.283
H 1.12330 1.62910 -1.20249  0.257
H -1.74328 0.32095 -0.37597  0.507
H -1.43169 -2.45863 0.21467  0.377
H 0.40998 -2.61741 0.75781  0.293
H -0.07154 -2.29221 -1.02709  0.322

For the HOMO-LUMO gap, the calculation gives 7.90 eV. For the LUMO energy, the calculation gives -5.837 eV. The charge is +1.

B) Here is a gas-phase ion, C5H8NO (charge +1) from OMol25. Energies are from ωB97M-V/def2-TZVPD.

Each line ends with the Mulliken charge.
Positions of all 15 atoms, in Å:
N 2.24876 0.21122 0.09439  -0.354
C 1.05828 -0.61335 0.45025  0.074
O 0.79922 -1.48887 -0.53800  -0.418
C -0.00185 -0.39370 -0.60852  -0.147
C -1.43210 -0.45553 -0.22607  -0.181
C -2.51282 -0.92734 0.45038  -0.262
C -2.54591 0.54876 0.01104  -0.682
H 2.03020 0.92609 -0.55454  0.334
H 2.96621 -0.40388 -0.36403  0.384
H 2.85096 0.70177 0.81757  0.396
H 0.88453 -0.85286 1.44530  0.493
H 0.28894 0.40237 -1.26876  0.466
H -3.04269 -1.80223 0.78662  0.386
H -3.20390 0.80401 -0.72801  0.260
H -2.33894 1.36166 0.66286  0.250

Its SMILES is [NH3+][C@@H]1O[C@H]1C1=CC1. For the HOMO-LUMO gap, the calculation gives 8.73 eV. For the LUMO energy, the calculation gives -3.963 eV. The charge is +1.

The least stable of them is A).